[1]
C8H24O4RbS4 | the ωB97M-V functional and the def2-TZVPD basis

Summary:
highest occupied orbital energy	-10.89	eV
total charge	+1
relative energy (zero: lowest compared OMol25 entry of this formula, charge and spin)	69.9	kcal/mol
orbital gap	0.2878	hartree

Geometry as XYZ:
```
41
C8H24O4RbS4, DFT the ωB97M-V functional and the def2-TZVPD basis
Rb -10.36176 -3.03853 12.84447
C -6.85414 -8.98755 16.19909
S -6.61734 -7.13043 15.84259
O -7.93318 -6.58970 15.33269
C -6.63968 -6.68855 17.59514
H -5.91275 -9.32368 16.63373
H -7.07432 -9.72962 15.43165
H -7.55273 -9.14487 17.02087
H -7.59576 -6.92648 18.06137
H -6.42453 -5.62084 17.63786
H -5.86877 -7.21634 18.15660
C -5.73065 0.34178 16.54916
S -5.64298 -0.43882 14.94207
O -6.90436 -0.03765 14.16268
C -4.41953 0.62027 14.07928
H -4.83414 0.24656 17.16179
H -6.49320 -0.13353 17.16617
H -6.06479 1.36590 16.38295
H -4.28582 1.61342 14.50808
H -4.78552 0.61170 13.05261
H -3.45525 0.12629 14.19858
C -11.17434 -8.30715 11.40511
S -10.28077 -7.84173 9.88074
O -9.67333 -6.44435 10.02243
C -8.98957 -9.15063 9.79693
H -11.68155 -9.24499 11.17863
H -11.95051 -7.61495 11.73148
H -10.43043 -8.40852 12.19531
H -8.74503 -9.21196 8.73649
H -9.37808 -10.11499 10.12432
H -8.10974 -8.82785 10.35351
C -7.74352 0.63865 8.14894
S -9.57253 0.33804 7.90073
O -10.13381 0.39656 9.35492
C -9.82745 1.95212 7.00122
H -7.26511 -0.15688 8.72025
H -7.56301 1.51882 8.76603
H -7.33461 0.65904 7.13875
H -9.63915 2.80376 7.65494
H -10.82393 1.97283 6.55997
H -8.99883 2.11657 6.31242
```

=====

[2]
C8H24O4S4 | the ωB97M-V functional and the def2-TZVPD basis

Summary:
highest occupied orbital energy	-7.87	eV
relative energy (zero: lowest compared OMol25 entry of this formula, charge and spin)	57.0	kcal/mol
orbital gap	0.2872	hartree

Geometry as XYZ:
```
40
C8H24O4S4, DFT the ωB97M-V functional and the def2-TZVPD basis
C 1.64925 2.88940 -4.04648
S 0.91025 1.67440 -2.92648
O -0.61275 1.57540 -3.08648
C 1.63425 0.25040 -3.73848
H 1.61025 2.59240 -5.08848
H 2.66925 3.21940 -3.76048
H 1.00525 3.74740 -3.90848
H 1.28525 0.32040 -4.75748
H 1.14025 -0.62560 -3.22248
H 2.74625 0.26240 -3.71148
C 2.59025 -1.80460 2.12852
S 2.35525 -0.14860 2.85752
O 2.05425 -0.14860 4.39552
C 3.86725 0.72540 2.82552
H 2.56725 -1.66860 1.07052
H 1.81425 -2.53360 2.31152
H 3.54225 -2.15960 2.42952
H 4.40425 0.58040 1.92652
H 4.43625 0.32340 3.63252
H 3.79025 1.81340 2.91452
C -4.54775 0.16740 2.18052
S -3.02275 1.06640 2.02352
O -3.22875 2.26040 3.02952
C -1.93975 0.21040 3.02252
H -5.00075 0.30240 3.17152
H -4.30075 -0.89460 2.17752
H -5.24875 0.19240 1.34052
H -0.96775 0.70640 2.79552
H -1.94775 -0.83960 2.72152
H -1.98375 0.44940 4.09052
C -2.05075 -1.32560 -2.56948
S -1.60575 -0.51860 -0.98148
O -2.87175 -0.94060 -0.19748
C -0.30475 -1.63360 -0.64448
H -1.27975 -1.29460 -3.37248
H -2.91575 -0.82960 -2.97948
H -2.31175 -2.43060 -2.48948
H -0.42575 -2.66360 -0.92948
H -0.11475 -1.54560 0.42752
H 0.61025 -1.32360 -1.06248
```

=====

[3]
C8H24O7 | the ωB97M-V functional and the def2-TZVPD basis

Summary:
highest occupied orbital energy	-9.57	eV
relative energy (zero: lowest compared OMol25 entry of this formula, charge and spin)	0.0	kcal/mol
orbital gap	0.3567	hartree

Geometry as XYZ:
```
39
C8H24O7, DFT the ωB97M-V functional and the def2-TZVPD basis
C 2.14006 -0.88407 -0.96124
C 1.42170 -0.92441 0.38691
C -0.05242 -1.21102 0.24842
C -0.94205 -0.39029 -0.45037
C -2.27933 -0.69881 -0.59766
C -2.77218 -1.86272 -0.00904
C -1.93299 -2.72779 0.66369
C -0.58866 -2.37529 0.77747
H 3.00922 -0.23111 -0.84355
H 2.50861 -1.79942 -1.42316
H 1.56328 -0.26967 -1.66281
H 1.88205 -1.68881 1.00933
H 1.52689 0.05209 0.86725
H -0.56408 0.50154 -0.93551
H -2.93874 -0.08776 -1.19691
H -3.82823 -2.10141 -0.11769
H -2.30050 -3.63039 1.10537
H 0.02948 -2.97413 1.42081
H -3.78008 -0.47851 2.78257
H -2.81727 0.17587 1.74092
O -3.26212 0.30650 2.59149
H -1.64562 1.43608 2.27331
H -0.63461 2.49802 2.49037
O -0.73084 1.64857 2.03724
H -0.40031 2.60017 0.01766
H 0.80076 3.25638 0.60812
O 0.33719 3.17217 -0.23489
H 0.49601 2.54565 -2.15604
H 1.17941 1.78878 -3.16573
O 0.84622 2.69420 -3.05233
H 3.52326 1.67220 -1.67861
H 2.46903 2.78511 -1.54474
O 3.20461 2.35818 -1.08620
H 0.04158 0.01992 4.15291
H 0.82288 0.23414 2.85466
O 0.70867 -0.38370 3.58492
H 0.28197 -1.87327 -3.16214
H 1.78985 -1.66196 -3.53299
O 0.88730 -1.49103 -3.80184
```

=====

[4]
C8H24O8S2 | the ωB97M-V functional and the def2-TZVPD basis

Summary:
highest occupied orbital energy	-10.28	eV
relative energy (zero: lowest compared OMol25 entry of this formula, charge and spin)	7.3	kcal/mol
orbital gap	0.3990	hartree

Geometry as XYZ:
```
42
C8H24O8S2, DFT the ωB97M-V functional and the def2-TZVPD basis
O 1.61378 3.73358 -2.65980
S 0.99631 2.43771 -2.60706
O 1.39874 1.45732 -1.63000
O -0.58163 2.66841 -2.42489
C -1.51721 1.58933 -2.19589
C -2.39627 1.47944 -3.43608
C 1.03491 1.71339 -4.27019
H -2.10284 1.96751 -1.35821
H -0.95622 0.68159 -1.97775
H -2.99552 0.56852 -3.39240
H -1.75182 1.35674 -4.30747
H -2.98745 2.37785 -3.59007
H 0.50795 0.76511 -4.23930
H 2.06627 1.55745 -4.57748
H 0.57846 2.48459 -4.88469
O 1.13135 -1.37228 3.52687
S 1.33599 -0.00200 3.13656
O 0.45281 1.02357 3.60362
O 2.85725 0.36705 3.53093
C 3.84788 -0.65414 3.29141
C 5.08158 -0.22063 4.07933
C 1.37209 0.16164 1.32195
H 4.05512 -0.92648 2.25524
H 3.45397 -1.58869 3.69757
H 5.73535 -1.07901 4.25866
H 4.89635 0.21158 5.05634
H 5.66481 0.42946 3.42560
H 0.31866 0.24253 1.07616
H 1.77607 -0.76045 0.90762
H 2.02453 0.99530 1.09123
C -4.98719 -1.86380 1.15013
O -3.77705 -2.56012 1.47347
H -5.64455 -2.41245 0.47516
H -5.48833 -1.70980 2.10845
H -4.76765 -0.89601 0.70101
H -3.78124 -2.86373 2.37808
C -1.10345 -1.88079 -1.00405
O -2.41636 -1.45581 -0.72366
H -0.28647 -1.44087 -0.42527
H -1.03655 -2.96736 -0.86085
H -0.90955 -1.71296 -2.06604
H -2.71288 -1.90230 0.08574
```

=====

[5]
C8H24OP | the ωB97M-V functional and the def2-TZVPD basis

Summary:
highest occupied orbital energy	-11.28	eV
total charge	+1
orbital gap	0.2147	hartree

Geometry as XYZ:
```
34
C8H24OP, DFT the ωB97M-V functional and the def2-TZVPD basis
C 4.58490 -0.97289 0.36122
C 4.38197 0.61597 0.01221
C 3.11978 0.95709 -0.97640
C 1.97275 1.93501 -0.29626
C 0.77950 1.12546 0.48893
C -0.65941 1.52934 -0.22926
C -1.97662 0.88653 0.54491
C -2.54036 -0.42349 -0.29968
P -1.98970 -2.08669 0.51620
H 5.63463 -1.05577 0.92381
H 4.68861 -1.67369 -0.58631
H 3.79443 -1.39521 1.14945
H 4.24378 1.26310 0.99675
H 5.40339 0.98603 -0.47407
H 3.56748 1.58382 -1.88735
H 2.65347 -0.01353 -1.47999
H 2.49743 2.77687 0.35734
H 1.45944 2.50172 -1.21196
H 0.95142 -0.02954 0.58724
H 0.70253 1.55220 1.60032
H -0.75907 2.71003 -0.08433
H -0.67142 1.28211 -1.38590
H -2.86871 1.67502 0.63031
H -1.69501 0.60628 1.64629
H -3.71011 -0.46173 -0.38188
H -2.11198 -0.38128 -1.39539
H -2.76935 -2.78656 -0.48152
H -0.60679 -1.64126 0.30748
H -2.55579 -1.69513 1.81446
H -1.48075 -3.32936 1.03852
O -5.80938 -1.42519 -0.40601
H -6.04761 -2.03611 0.33701
H -6.44480 -0.66734 -0.46969
H -5.73864 -1.91180 -1.26645
```

=====

[6]
C8H25BN2OP2SZn | the ωB97M-V functional and the def2-TZVPD basis

Summary:
highest occupied orbital energy (alpha / beta)	-9.20 / -11.10	eV
total charge	+1
relative energy (zero: lowest compared OMol25 entry of this formula, charge and spin)	0.0	kcal/mol
orbital gap (alpha / beta)	0.2371 / 0.2870	hartree
2S+1	2

Geometry as XYZ:
```
41
C8H25BN2OP2SZn, DFT the ωB97M-V functional and the def2-TZVPD basis
Zn -0.46920 -0.66115 1.29484
H 0.66965 0.32630 -1.76397
H -1.55720 -0.20167 -1.03640
P 0.18764 -2.62843 0.39732
P 0.45204 2.77666 -0.12785
C 2.08627 3.14697 0.50335
H 2.24256 4.23118 0.61364
H 2.21969 2.64161 1.47090
H 2.82038 2.73030 -0.20269
C 0.02459 3.76509 -1.55849
H -1.04957 3.98716 -1.58122
H 0.57256 4.71312 -1.50410
H 0.30612 3.22728 -2.47387
C -0.79238 2.81295 1.16634
H -0.46513 2.21005 2.02531
H -0.95777 3.85360 1.48945
H -1.75422 2.40375 0.82753
C 1.09091 -2.89846 -1.16154
H 1.11089 -3.97024 -1.40244
H 0.65494 -2.35809 -2.00784
H 2.12992 -2.55794 -1.06226
C 1.26483 -3.40636 1.64466
H 0.99633 -3.03810 2.64424
H 1.14338 -4.49591 1.60504
H 2.31204 -3.13746 1.45120
C -1.27420 -3.70998 0.31607
H -1.79347 -3.63342 -0.64833
H -0.94642 -4.74220 0.48451
H -1.98126 -3.42361 1.10507
C -2.38138 -0.35644 0.88543
O -3.50278 -0.12601 1.08518
H -2.01309 -0.89899 -2.49369
H -2.15718 0.76198 -2.27058
H -0.08020 1.15203 -3.41762
H 0.24245 -0.83755 -3.30802
B -0.09429 0.16271 -2.72021
N -1.57504 -0.06308 -2.08861
H 0.62370 1.46933 -0.63760
S 0.93834 0.40482 5.55128
C 0.53652 0.24118 4.03006
N 0.21904 0.12702 2.87595
```